Record 1
Below is a molecular structure, C22H18BrN4OSSc, with properties calculated with wB97M-V/def2-TZVPD.

```
48
Properties=species:S:1:pos:R:3:forces:R:3:mulliken_charge:R:1
C -0.262 -1.385 2.387 -0.1 0.1 -0.2 0.2236
C -3.751 -1.221 -2.392 -0.1 -0.1 0.0 -0.4317
C -3.801 0.159 -2.606 0.2 0.0 0.0 -0.3473
H -1.523 -1.950 6.188 0.0 0.0 0.0 0.3691
C -2.789 -1.170 3.346 0.0 0.0 0.1 -0.8320
H -0.414 2.169 -2.215 -0.1 0.0 0.0 0.4639
C 4.281 3.201 -1.555 0.0 0.0 0.0 -0.9148
H -3.801 -1.065 3.709 0.0 0.0 0.0 0.4221
H 0.108 -2.431 4.093 0.0 0.0 0.0 0.3160
C 3.190 1.035 -1.391 0.0 0.0 0.0 0.5980
H -4.397 -0.057 1.550 0.0 0.0 0.0 0.4321
H -4.636 -1.816 -2.574 0.0 0.0 0.0 0.4483
C 1.880 3.056 -1.338 0.1 0.0 0.0 -0.4646
Br -5.397 0.961 -3.180 -0.1 0.0 0.0 -0.1168
C -2.672 0.920 -2.405 -0.1 -0.1 0.0 -0.7319
Sc 1.301 -1.147 -0.550 -0.4 0.1 0.0 0.8265
H 5.186 3.785 -1.655 0.0 0.0 0.0 0.4329
H -3.206 -0.115 0.222 0.0 0.0 0.0 -0.1149
H 6.513 1.639 -1.741 0.0 0.0 0.0 0.4726
O -0.317 -1.663 -1.338 0.1 0.0 0.0 -0.7440
C 4.388 -0.957 -1.404 0.1 0.0 0.0 -0.0580
C 3.065 3.814 -1.448 0.0 0.0 0.0 -0.9529
C -1.448 -1.073 -1.735 0.1 -0.1 0.0 0.8735
C 5.589 1.085 -1.626 0.1 0.0 0.0 -0.4597
H -3.167 1.203 1.391 0.0 0.0 0.0 0.3055
C -1.858 -1.844 4.094 0.0 0.0 0.0 0.7799
N 3.221 -0.338 -1.309 0.0 -0.1 0.0 -0.2078
H 6.520 -0.847 -1.659 0.0 0.0 0.0 0.4147
H 0.935 3.576 -1.248 0.0 0.0 0.0 0.4943
H -2.550 -2.905 -1.811 0.0 0.0 0.0 0.4794
H -3.153 -2.417 5.682 0.0 0.0 0.0 0.3618
S 1.392 -1.531 1.907 0.3 -0.1 0.3 -0.4852
C -1.483 0.319 -1.953 0.0 0.1 0.0 0.1066
C -3.364 0.135 1.268 0.0 -0.1 0.1 -0.6632
C 5.603 -0.283 -1.579 -0.1 0.0 0.0 -0.8001
N 0.808 0.807 -1.295 0.0 0.1 0.0 -0.0021
N -1.150 -0.739 1.654 0.0 0.0 0.1 -0.0721
C -2.100 -2.471 5.421 0.0 0.0 0.0 -1.4013
C -0.328 1.161 -1.811 0.1 -0.1 0.0 -0.0624
H -1.791 -3.517 5.412 0.0 0.0 0.0 0.4026
C -2.591 -1.835 -1.959 0.0 0.1 -0.1 -0.5889
C 4.369 1.789 -1.524 0.0 0.0 0.0 1.0597
N -0.609 -1.936 3.576 0.0 0.0 0.0 -0.0138
H -2.696 1.987 -2.590 0.0 0.0 0.0 0.5115
C -2.405 -0.627 2.116 0.0 0.1 -0.1 0.7413
H 4.380 -2.040 -1.334 0.0 0.0 0.0 0.4242
C 1.933 1.689 -1.337 -0.1 -0.1 0.0 0.0846
H 2.998 4.893 -1.452 0.0 0.0 0.0 0.4206
```
Forces are in eV/Å.

The charge is +2. As for the HOMO energy: -13.7 eV. The calculation puts the lowest unoccupied orbital energy at -6.58 eV. The relative energy (zero: lowest compared OMol25 entry of this formula, charge and spin) is 14.28 kcal/mol. The calculation puts the electronic energy at -4876.01747 Eh. The calculation puts the gap between HOMO and LUMO at 7.147 eV.

---

Record 2
Below is a gas-phase ion, C6H15N6 (charge +1) in a non-equilibrium geometry, with properties calculated with wB97M-V/def2-TZVPD.

```
27
Properties=species:S:1:pos:R:3:forces:R:3:mulliken_charge:R:1
H -2.221 -2.334 -0.721 -0.1 -2.9 -1.2 0.4436
C -2.539 -1.489 -0.251 1.1 2.2 1.3 0.0347
C 0.376 1.803 0.398 0.4 1.1 0.5 0.6036
N 2.111 -0.183 -0.350 -5.5 0.8 -0.5 -0.3857
C 1.077 2.821 -0.498 3.7 -2.2 1.9 -1.7096
N -3.822 -1.188 -0.018 2.0 0.6 0.1 -0.3496
H -1.417 2.543 0.976 -0.2 0.1 -0.2 0.2467
N 0.571 -1.836 -0.541 -0.7 0.7 -0.3 -0.2065
H 3.247 -1.812 1.188 -0.3 -0.6 -0.1 0.2650
H 0.999 2.503 -1.481 0.7 -1.1 -2.1 0.4831
H 2.880 0.139 0.161 0.9 0.8 1.2 0.2758
H 0.801 2.089 1.494 -1.6 -1.2 -2.1 0.2184
N -1.067 2.004 0.189 -1.5 0.1 1.8 -0.6871
N 2.490 -2.371 0.778 0.6 0.5 0.0 -0.5636
H 2.479 -1.906 -1.214 1.2 -1.3 -1.9 0.3925
H -1.328 2.510 -0.652 0.6 0.0 0.0 0.2385
H -1.933 0.351 0.197 2.2 -1.6 0.3 0.4224
H 2.156 3.016 -0.128 -1.6 -0.5 -1.1 0.2912
H -4.388 -1.996 -0.069 -1.4 -0.3 0.1 0.2693
H -4.006 -0.381 0.591 -0.4 -0.9 -0.4 0.2503
C 1.964 -1.643 -0.362 0.3 1.8 1.4 -0.3377
H 1.787 -2.517 1.481 -0.2 0.1 0.4 0.2686
H 0.624 3.717 -0.568 -1.8 3.2 0.8 0.5647
C 0.574 0.382 -0.013 4.9 -2.2 0.3 0.0905
C -0.169 -0.748 -0.129 1.1 1.8 0.0 -0.1688
H 0.300 -2.769 -0.542 -1.0 -1.6 0.1 0.1754
N -1.543 -0.706 0.083 -3.2 2.6 -0.2 -0.1261
```
Forces are in eV/Å.

The charge is +1. As for the HOMO energy: -10.9 eV. The calculation puts the lowest unoccupied orbital energy at -3.54 eV. The relative energy (zero: lowest compared OMol25 entry of this formula, charge and spin) is 68.79 kcal/mol. The calculation puts the electronic energy at -565.83476 Eh. The calculation puts the gap between HOMO and LUMO at 7.400 eV.

---

Record 3
Below is 3 unconnected molecules or ions with the total composition C13H11Cl4FO2 in a non-equilibrium geometry, with properties calculated with wB97M-V/def2-TZVPD.

```
31
Properties=species:S:1:pos:R:3:forces:R:3:mulliken_spin:R:1
H 25.258 -6.875 15.495 1.0 -0.1 0.0 0.0007
H 15.621 -6.324 13.943 -0.3 0.1 0.2 0.0000
C 23.373 -4.167 13.569 3.8 0.3 0.0 0.0250
H 23.738 -3.199 13.256 -0.2 0.2 0.1 -0.0020
O 21.189 -3.511 13.164 -0.4 -1.6 0.1 0.1091
H 13.784 -7.951 14.949 0.2 0.5 0.2 0.0000
C 14.177 -7.969 13.943 0.1 -1.0 -0.4 0.0000
F 12.867 -9.900 13.689 -1.8 -1.4 1.2 0.0000
H 25.256 -4.849 14.349 0.5 0.2 -0.9 0.0016
C 18.193 -4.400 16.811 -1.8 -0.1 0.2 0.0000
H 15.348 -8.666 10.339 0.7 0.5 -0.1 0.0000
C 22.460 -6.597 14.436 -3.8 -0.8 -0.9 0.0511
H 16.150 -6.624 11.520 0.2 0.3 0.4 0.0000
C 13.710 -9.066 13.189 2.6 1.9 -1.3 0.0000
C 21.521 -5.680 13.974 1.4 -2.0 0.6 0.0654
C 14.236 -9.316 11.930 -0.2 0.0 0.1 0.0000
Cl 18.250 -4.453 18.583 0.0 -0.2 -0.6 0.0001
H 13.927 -10.149 11.315 -0.2 -0.2 0.3 0.0000
H 22.105 -7.562 14.767 0.1 -0.1 0.2 -0.0016
H 20.455 -5.853 13.989 0.1 0.0 -0.1 0.0002
C 23.799 -6.340 14.436 1.7 -1.5 0.7 0.2619
C 15.151 -7.128 13.396 -0.7 -0.4 -0.5 0.0000
C 15.146 -8.430 11.374 -1.5 -1.0 -0.4 0.0000
C 24.269 -5.102 13.988 0.5 1.0 1.3 0.0931
C 22.061 -4.469 13.560 -3.7 2.5 -0.9 0.2699
Cl 17.158 -2.984 16.334 0.3 -1.1 0.1 0.0003
Cl 17.578 -5.986 16.123 0.0 1.1 0.6 0.0000
Cl 19.740 -4.152 16.128 1.4 0.3 -0.2 0.0029
C 15.521 -7.318 12.058 1.0 0.7 0.3 0.0000
H 21.208 -2.647 13.584 0.6 0.4 0.0 0.0046
O 24.617 -7.314 14.931 -1.6 1.5 -0.4 0.1176
```
Forces are in eV/Å.

The charge is +1. As for the HOMO energy (spin up / spin down): -10.7 / -10.7 eV. The calculation puts the lowest unoccupied orbital energy (spin up / spin down) at -4.08 / -8.05 eV. The calculation puts the electronic energy at -2592.72389 Eh. The calculation puts the gap between HOMO and LUMO (spin up / spin down) at 6.669 / 2.695 eV. As for the expectation value of S²: 0.7638. Its multiplicity is 2.

---

Record 4
Below is 5 unconnected molecules or ions with the total composition C4H16NO7 in a non-equilibrium geometry, with properties calculated with wB97M-V/def2-TZVPD.

```
28
Properties=species:S:1:pos:R:3:forces:R:3:mulliken_charge:R:1
H -0.814 -1.821 -1.791 0.2 -0.1 0.2 0.3626
H -2.880 -2.604 0.603 -0.1 0.3 0.3 0.2748
H -2.676 -0.328 -1.102 -0.1 -0.2 0.0 0.3638
O -1.343 -0.457 0.501 -0.3 0.3 0.0 -1.0882
H -1.339 1.836 2.136 0.3 0.4 0.2 0.2575
O 0.394 0.748 4.342 0.2 0.2 0.0 -0.6912
C -0.665 -0.742 -1.772 0.0 0.5 -0.7 -1.0824
H 0.503 -0.205 4.344 0.0 0.0 -0.2 0.3034
O 1.319 0.065 -3.816 0.1 0.1 0.3 -0.6115
H -0.828 -0.394 -2.797 -0.5 -0.2 0.0 0.3464
O -0.506 1.525 1.762 -0.4 -0.1 0.3 -0.8267
C 1.401 0.373 -2.651 -0.5 0.3 -0.4 0.0083
H 2.577 2.087 1.710 0.1 0.0 -0.1 0.2980
H -2.668 -1.168 1.092 0.1 -0.8 -0.1 0.4641
N 1.673 -1.555 -1.259 -0.4 -0.2 0.9 -0.9226
H -1.541 1.003 -0.942 -0.1 0.1 0.0 0.2623
H 2.157 -1.402 -0.374 0.3 0.2 -0.3 0.3330
H 1.073 -2.335 -0.991 0.0 0.1 -0.4 0.2822
H 2.150 2.087 -3.037 0.2 -0.4 -0.1 0.3340
C -1.647 -0.090 -0.801 0.8 0.3 0.4 -0.3180
C 0.788 -0.371 -1.467 0.8 -0.7 -0.3 1.5102
H 0.308 1.009 3.399 -0.4 -0.2 0.3 0.3911
H -0.896 0.662 1.296 0.4 -0.4 -0.7 0.5153
O 2.411 1.159 1.511 -0.2 0.0 0.2 -0.6495
O -3.292 -1.963 1.200 -0.1 0.1 -0.1 -0.7249
H 0.860 0.277 -0.608 -0.2 0.3 0.3 -0.2258
O 2.002 1.524 -2.263 -0.1 0.2 0.3 -0.4581
H 1.478 1.076 1.773 0.1 0.0 -0.3 0.2918
```
Forces are in eV/Å.

The charge is -1. As for the HOMO energy: -5.1 eV. The calculation puts the lowest unoccupied orbital energy at 3.09 eV. The relative energy (zero: lowest compared OMol25 entry of this formula, charge and spin) is 23.59 kcal/mol. The calculation puts the electronic energy at -743.51870 Eh. The calculation puts the gap between HOMO and LUMO at 8.150 eV.